Density functional theory data (the ωB97M-V functional and the def2-TZVPD basis) for a structure of composition C5H4LaLiO7 at a distorted geometry.

Atoms and positions in Å:
O1 -1.34699 -1.04519 1.12857
C1 -1.41110 0.17465 0.77243
O2 -2.19126 1.06494 1.12613
O3 -0.28395 1.63579 -0.80909
O4 1.08466 1.22776 0.97122
C2 2.05632 0.22671 1.19644
C3 2.08702 -0.53004 -0.11821
O5 0.72375 -0.48271 -0.53068
C4 0.08880 0.79803 0.07368
H1 3.00964 0.70646 1.44466
H2 1.75078 -0.42725 2.02919
H3 2.43460 -1.56425 -0.01597
H4 2.69602 -0.02646 -0.88141
La1 -0.76515 -2.33882 -0.54658
Li1 -2.14096 1.99065 -0.74260
O6 -2.04324 -1.47593 -1.79108
O7 -3.26188 0.42890 -1.90705
C5 -2.48708 -0.36325 -1.39966

Output
- Max |F|: 0.1252 Eh/bohr
- DFT total energy: -758.52875 hartree
- HOMO level (spin up / spin down): -12.0 / -12.1 eV
- 2S+1: 2
- E_LUMO (spin up / spin down): -5.01 / -5.11 eV
- Net charge: +1

List of Löwdin charges in e, atom by atom:
1 O -0.228
2 C -0.587
3 O 0.040
4 O -0.101
5 O 0.032
6 C -0.133
7 C -0.154
8 O -0.296
9 C -0.576
10 H 0.146
11 H 0.135
12 H 0.122
13 H 0.146
14 La 2.294
15 Li 0.776
16 O -0.296
17 O 0.110
18 C -0.432